Density functional theory data (ωB97M-V/def2-TZVPD) for a molecular structure, C35H38N3O3ReSe2Si.

Its expectation value of S² is 0.77. Its LUMO energy (spin up / spin down) is -4.715 / -4.469 eV. The value obtained for the largest force on an atom is 1.6 eV Å⁻¹. The frontier orbital gap (spin up / spin down) is 6.33 / 6.80 eV.

```
! wB97M-V def2-TZVPD RIJCOSX def2/J DEFGRID3
* xyz 1 2
Re -1.15 -0.14 -0.28
C -0.91 -4.98 1.40
C -0.21 -4.28 2.56
C 0.43 -2.94 2.18
C 1.76 -3.04 1.43
N 1.76 -2.98 -0.05
C 1.73 -1.86 -0.80
Se 1.34 -0.13 -0.13
N 2.04 -2.16 -2.07
C 2.39 -1.22 -3.17
C 1.49 -1.27 -4.41
C 0.05 -0.80 -4.23
C -0.09 0.70 -3.97
C 2.22 -3.54 -2.16
C 2.56 -4.36 -3.24
C 2.71 -5.70 -2.98
C 2.53 -6.23 -1.68
C 2.20 -5.41 -0.62
C 2.04 -4.06 -0.89
H -1.34 -5.93 1.73
H -0.24 -5.18 0.56
H -1.74 -4.37 1.03
H 0.56 -4.93 2.99
H -0.94 -4.09 3.35
H 0.62 -2.36 3.09
H -0.28 -2.36 1.60
H 2.25 -3.98 1.69
H 2.42 -2.23 1.76
H 3.40 -1.50 -3.47
H 2.43 -0.22 -2.75
H 1.49 -2.29 -4.79
H 1.97 -0.64 -5.16
H -0.42 -1.38 -3.43
H -0.50 -1.05 -5.14
H 0.49 1.03 -3.10
H -1.13 0.96 -3.79
H 0.25 1.28 -4.83
H 2.70 -3.96 -4.23
H 2.98 -6.37 -3.78
H 2.66 -7.29 -1.52
H 2.07 -5.82 0.38
O -0.93 1.67 0.03
Si -0.81 3.06 0.98
C 0.22 2.56 2.45
C 1.26 3.36 2.92
C 2.00 2.97 4.03
C 1.71 1.79 4.69
C 0.67 0.98 4.23
C -0.06 1.36 3.12
C -2.54 3.50 1.50
C -3.66 2.78 1.06
C -4.94 3.10 1.48
C -5.13 4.16 2.36
C -4.04 4.90 2.81
C -2.76 4.57 2.38
C 0.03 4.37 -0.01
C 1.32 4.13 -0.51
C 1.99 5.10 -1.24
C 1.37 6.32 -1.49
C 0.09 6.57 -1.01
C -0.58 5.60 -0.27
H 1.50 4.29 2.41
H 2.82 3.60 4.38
H 2.27 1.50 5.57
H 0.44 0.05 4.75
H -0.87 0.72 2.77
H -3.53 1.96 0.36
H -5.79 2.53 1.13
H -6.13 4.42 2.69
H -4.18 5.72 3.49
H -1.91 5.15 2.75
H 1.81 3.18 -0.31
H 2.98 4.91 -1.62
H 1.89 7.08 -2.06
H -0.39 7.52 -1.22
H -1.58 5.80 0.10
O -3.09 -2.34 -1.93
C -1.94 -2.65 -1.81
O -0.96 -1.92 -1.25
H -1.55 -3.60 -2.19
Se -5.16 -1.74 1.77
C -3.73 -1.18 1.06
N -2.70 -0.77 0.56
*
```

Mulliken population analysis, charges in e, atoms 1 to 8: number 1, Re, carries 0.1390; number 2, C, carries -0.8400; number 3, C, carries -0.8053; number 4, C, carries 0.8158; number 5, C, carries -1.4071; number 6, N, carries 0.7505; number 7, C, carries -0.4040; number 8, Se, carries -0.4535



Density functional theory data (ωB97M-V/def2-TZVPD) for a molecular structure, C35H38N3Ti.

Its expectation value of S² is 2.04. Its LUMO energy (spin up / spin down) is 2.894 / 2.716 eV. The value obtained for the largest force on an atom is 1.2 eV Å⁻¹. The frontier orbital gap (spin up / spin down) is 4.97 / 6.76 eV.

```
! wB97M-V def2-TZVPD RIJCOSX def2/J DEFGRID3
* xyz -1 3
Ti -0.03 -0.03 0.37
C -4.37 0.32 -0.80
C -5.04 -0.04 0.39
C -4.31 -0.33 1.50
C -2.89 -0.27 1.46
N -2.24 0.11 0.29
C -3.00 0.37 -0.78
C -2.07 -0.52 2.59
C -2.50 -0.99 3.86
C -1.54 -1.19 4.84
C -0.21 -0.87 4.63
C 0.16 -0.31 3.38
N -0.76 -0.27 2.38
C 1.38 0.33 3.05
C 2.46 0.51 3.95
C 3.43 1.42 3.66
C 3.34 2.17 2.47
C 2.35 1.85 1.57
N 1.42 0.91 1.78
H -4.89 0.55 -1.72
H -6.13 -0.09 0.43
H -4.79 -0.60 2.42
H -2.45 0.63 -1.67
H -3.54 -1.22 4.05
H -1.84 -1.60 5.80
H 0.52 -0.98 5.42
H 2.48 -0.05 4.87
H 4.25 1.57 4.36
H 4.06 2.94 2.22
H 2.28 2.35 0.62
C 2.33 1.59 -1.53
C 1.29 2.54 -1.57
C 0.10 1.89 -1.90
C 0.39 0.48 -2.04
C 1.79 0.33 -1.81
C 2.63 -0.90 -1.99
C -0.42 -0.48 -2.89
C -1.15 2.62 -2.26
C 1.42 4.02 -1.31
C 3.79 1.84 -1.28
H 3.44 -0.72 -2.71
H 2.05 -1.75 -2.36
H 3.09 -1.22 -1.05
H -0.75 0.01 -3.82
H -1.31 -0.90 -2.42
H 0.19 -1.34 -3.18
H -0.91 3.61 -2.66
H -1.85 2.78 -1.43
H -1.72 2.10 -3.05
H 1.39 4.60 -2.24
H 2.36 4.26 -0.81
H 0.61 4.40 -0.67
H 4.37 1.85 -2.21
H 4.22 1.07 -0.64
H 3.97 2.80 -0.79
C -1.00 -3.62 1.51
C 0.35 -3.24 0.87
C 1.40 -3.22 1.99
C 0.21 -1.88 0.23
C 0.76 -4.24 -0.20
C 2.05 -4.19 -0.75
C 2.45 -5.05 -1.75
C 1.56 -6.00 -2.25
C 0.29 -6.07 -1.73
C -0.11 -5.20 -0.72
H -1.21 -2.94 2.34
H -0.99 -4.64 1.90
H -1.82 -3.52 0.80
H 1.08 -2.55 2.78
H 2.37 -2.87 1.63
H 1.52 -4.22 2.41
H 0.10 -1.90 -0.87
H 2.74 -3.44 -0.38
H 3.45 -4.97 -2.16
H 1.87 -6.67 -3.04
H -0.42 -6.80 -2.11
H -1.11 -5.27 -0.32
*
```

Mulliken population analysis, charges in e, atoms 1 to 8: number 1, Ti, carries -1.8108; number 2, C, carries -1.3965; number 3, C, carries -0.4454; number 4, C, carries -1.1066; number 5, C, carries 0.6353; number 6, N, carries 0.8976; number 7, C, carries -0.1125; number 8, C, carries -0.0761



Density functional theory data (ωB97M-V/def2-TZVPD) for a molecular structure, C35H38N5PPtS.

Its LUMO energy is -4.936 eV. The value obtained for the largest force on an atom is 0.9 eV Å⁻¹. The frontier orbital gap is 7.49 eV.

```
! wB97M-V def2-TZVPD RIJCOSX def2/J DEFGRID3
* xyz 2 1
Pt -0.25 -0.56 0.71
N 0.67 3.90 1.99
C 0.84 2.43 2.29
C 0.11 2.05 3.56
C 0.23 0.55 3.83
N -0.56 -0.27 2.86
C 1.70 0.14 3.88
C 2.52 0.58 2.66
N 2.13 -0.27 1.53
C 2.32 2.08 2.38
H -0.08 4.31 2.56
H 0.41 4.05 1.00
H 1.52 4.44 2.19
H 0.39 1.90 1.45
H -0.94 2.35 3.51
H 0.56 2.57 4.41
H -0.20 0.37 4.82
H -1.54 -0.03 2.97
H -0.47 -1.24 3.15
H 1.77 -0.95 3.99
H 2.14 0.56 4.79
H 3.58 0.46 2.90
H 2.27 -1.24 1.79
H 2.73 -0.12 0.71
H 2.86 2.38 1.48
H 2.76 2.62 3.23
C -1.16 1.10 -5.05
C -1.91 1.18 -3.88
C -1.48 0.51 -2.74
C -0.31 -0.24 -2.77
C 0.44 -0.32 -3.95
C 0.00 0.35 -5.08
P 0.13 -1.22 -1.34
C 1.94 -1.48 -1.43
C 2.78 -0.41 -1.75
C 4.16 -0.57 -1.74
C 4.70 -1.81 -1.41
C 3.87 -2.87 -1.09
C 2.49 -2.71 -1.10
C -0.62 -2.82 -1.54
C -0.70 -3.55 -2.70
C -1.29 -4.82 -2.67
C -1.81 -5.31 -1.50
C -1.78 -4.55 -0.30
C -2.38 -5.00 0.90
C -2.37 -4.19 1.99
C -1.75 -2.91 1.94
C -1.13 -2.42 0.82
C -1.16 -3.28 -0.33
H -1.49 1.62 -5.94
H -2.83 1.75 -3.85
H -2.08 0.54 -1.84
H 1.35 -0.90 -3.99
H 0.58 0.28 -6.00
H 2.36 0.55 -2.04
H 4.80 0.25 -2.01
H 5.78 -1.94 -1.41
H 4.30 -3.84 -0.85
H 1.85 -3.55 -0.85
H -0.30 -3.16 -3.63
H -1.34 -5.41 -3.57
H -2.29 -6.28 -1.48
H -2.85 -5.97 0.93
H -2.83 -4.52 2.91
H -1.83 -2.34 2.86
N -3.51 0.27 1.49
C -3.00 1.37 0.89
N -1.78 1.39 0.44
C -1.51 2.62 -0.17
C -0.34 2.95 -0.84
C -0.21 4.22 -1.40
C -1.25 5.16 -1.28
C -2.42 4.83 -0.63
C -2.55 3.56 -0.09
S -3.92 2.84 0.72
H -3.05 -0.61 1.26
H -4.50 0.23 1.67
H 0.43 2.20 -0.99
H 0.68 4.48 -1.95
H -1.13 6.14 -1.72
H -3.23 5.55 -0.56
*
```

Mulliken population analysis, charges in e, atoms 1 to 8: number 1, Pt, carries 2.6194; number 2, N, carries 0.1898; number 3, C, carries 2.6050; number 4, C, carries -1.7042; number 5, C, carries 0.0331; number 6, N, carries -1.3301; number 7, C, carries -1.6655; number 8, C, carries 0.0658



Density functional theory data (ωB97M-V/def2-TZVPD) for a molecular structure, C35H39AlF6N5OS.

Its LUMO energy is -3.354 eV. The value obtained for the largest force on an atom is 1.3 eV Å⁻¹. The frontier orbital gap is 7.04 eV.

```
! wB97M-V def2-TZVPD RIJCOSX def2/J DEFGRID3
* xyz 1 1
Al -0.75 0.26 0.14
N -0.58 -1.02 4.12
C 0.40 -1.93 3.78
C 1.16 -2.81 4.54
C 2.07 -3.58 3.86
C 2.22 -3.50 2.47
C 1.47 -2.62 1.71
C 0.55 -1.82 2.38
N -0.30 -0.83 1.93
C -0.95 -0.39 2.99
C -1.79 0.76 2.83
C -2.67 1.38 3.68
S -3.23 2.84 2.96
C -2.26 2.53 1.60
N -1.59 1.41 1.65
H -0.92 -0.85 5.05
H 1.05 -2.87 5.61
H 2.69 -4.28 4.40
H 2.93 -4.14 1.98
H 1.60 -2.56 0.65
H -3.01 1.07 4.64
H -2.17 3.23 0.80
C 2.89 0.89 3.12
C 1.93 1.53 2.11
C 1.25 2.77 2.70
C 2.64 1.84 0.81
C 3.78 2.64 0.86
C 4.52 2.89 -0.28
C 4.10 2.36 -1.49
C 2.97 1.55 -1.58
C 2.60 1.07 -2.97
C 2.47 2.24 -3.94
C 3.64 0.10 -3.54
C 2.23 1.28 -0.41
N 1.12 0.40 -0.44
C 1.30 -0.73 -1.09
C 0.29 -1.67 -1.25
C 0.27 -2.91 -1.92
C -0.98 -3.44 -1.72
C -1.71 -2.53 -0.93
N -0.95 -1.47 -0.65
C -3.12 -2.69 -0.45
C -3.56 -1.47 0.35
C -4.04 -2.92 -1.66
C -3.18 -3.92 0.46
H 2.34 0.45 3.95
H 3.57 1.63 3.53
H 3.49 0.12 2.64
H 1.14 0.81 1.87
H 1.98 3.54 2.95
H 0.72 2.51 3.62
H 0.55 3.19 1.99
H 4.10 3.05 1.80
H 5.42 3.49 -0.23
H 4.66 2.57 -2.38
H 1.64 0.56 -2.94
H 3.44 2.62 -4.24
H 1.92 3.07 -3.49
H 1.94 1.92 -4.83
H 4.64 0.54 -3.50
H 3.41 -0.12 -4.58
H 3.68 -0.85 -3.01
H 2.29 -0.97 -1.46
H 1.08 -3.33 -2.49
H -1.34 -4.38 -2.09
H -3.38 -0.54 -0.20
H -3.00 -1.42 1.29
H -4.62 -1.52 0.59
H -3.94 -2.12 -2.39
H -5.08 -2.96 -1.34
H -3.80 -3.85 -2.15
H -2.52 -3.79 1.31
H -2.88 -4.82 -0.07
H -4.20 -4.07 0.83
C -2.92 0.61 -2.97
C -2.22 1.67 -2.12
O -1.65 1.19 -0.98
C -3.27 2.75 -1.75
F -4.05 3.11 -2.76
F -2.70 3.86 -1.26
F -4.07 2.29 -0.77
C -1.13 2.36 -2.98
F -1.63 3.25 -3.84
F -0.46 1.46 -3.70
F -0.24 3.00 -2.21
H -3.83 0.29 -2.47
H -2.26 -0.24 -3.09
H -3.17 1.02 -3.95
*
```

Mulliken population analysis, charges in e, atoms 1 to 8: number 1, Al, carries -1.6549; number 2, N, carries 0.0842; number 3, C, carries 0.4515; number 4, C, carries -1.1606; number 5, C, carries -0.6813; number 6, C, carries -1.1143; number 7, C, carries -0.3255; number 8, C, carries 0.7036



Density functional theory data (ωB97M-V/def2-TZVPD) for a molecular structure, C35H39AuNP2Si2.

Its expectation value of S² is 2.01. Its LUMO energy (spin up / spin down) is -2.707 / -5.717 eV. The value obtained for the largest force on an atom is 3.1 eV Å⁻¹. The frontier orbital gap (spin up / spin down) is 5.03 / 5.37 eV.

```
! wB97M-V def2-TZVPD RIJCOSX def2/J DEFGRID3
* xyz 1 3
Au -0.51 1.22 0.26
C -2.74 -1.25 -1.15
N -1.31 -1.44 -0.78
P -0.78 -1.17 0.86
C 0.66 -2.24 1.23
C 1.76 -1.87 1.97
C 2.66 -2.86 2.37
C 2.47 -4.19 2.00
C 1.37 -4.54 1.18
C 0.49 -3.55 0.78
C -1.98 -1.83 2.01
C -2.57 -3.04 1.65
C -3.35 -3.70 2.58
C -3.36 -3.31 3.92
C -2.67 -2.15 4.31
C -2.00 -1.41 3.36
P -0.10 -0.75 -1.90
C 1.62 -1.33 -1.66
C 2.08 -2.54 -2.14
C 3.47 -2.68 -2.38
C 4.38 -1.67 -1.99
C 3.90 -0.62 -1.21
C 2.53 -0.47 -1.01
C -0.55 -1.60 -3.46
C -0.04 -1.11 -4.68
C -0.32 -1.77 -5.89
C -1.16 -2.90 -5.90
C -1.68 -3.37 -4.68
C -1.33 -2.77 -3.46
H -3.10 -0.24 -0.86
H -3.36 -2.02 -0.68
H -2.88 -1.36 -2.23
H 1.89 -0.85 2.30
H 3.57 -2.60 2.96
H 3.18 -4.96 2.34
H 1.21 -5.57 0.87
H -0.39 -3.74 0.13
H -2.48 -3.46 0.64
H -3.99 -4.54 2.28
H -3.86 -3.96 4.66
H -2.68 -1.81 5.35
H -1.44 -0.52 3.64
H 1.38 -3.35 -2.38
H 3.83 -3.49 -3.01
H 5.43 -1.67 -2.29
H 4.58 0.06 -0.65
H 2.13 0.29 -0.36
H 0.61 -0.24 -4.71
H 0.17 -1.38 -6.78
H -1.37 -3.50 -6.82
H -2.36 -4.20 -4.65
H -1.59 -3.19 -2.48
C -1.60 4.16 -1.44
Si -0.14 3.39 -0.57
C 1.21 3.09 -1.83
C 0.65 4.80 0.43
C 1.31 5.96 0.05
C 1.82 6.76 1.11
C 1.47 6.52 2.46
C 0.76 5.36 2.79
C 0.33 4.56 1.75
Si -0.58 2.97 1.92
C 0.11 2.23 3.50
C -2.38 3.19 2.25
H -1.19 5.11 -1.90
H -2.47 4.44 -0.81
H -1.94 3.49 -2.25
H 1.42 4.03 -2.37
H 0.86 2.33 -2.52
H 2.19 2.78 -1.36
H 1.59 6.08 -1.01
H 2.40 7.66 0.83
H 1.80 7.22 3.23
H 0.49 5.05 3.82
H -0.20 2.85 4.37
H 1.21 2.20 3.43
H -0.21 1.23 3.74
H -2.52 3.52 3.29
H -2.97 2.24 2.08
H -2.86 3.95 1.60
*
```

Mulliken population analysis, charges in e, atoms 1 to 8: number 1, Au, carries 0.5297; number 2, C, carries -1.2418; number 3, N, carries 0.7353; number 4, P, carries -0.7684; number 5, C, carries 0.9789; number 6, C, carries -0.3470; number 7, C, carries -0.5250; number 8, C, carries -0.6265



Density functional theory data (ωB97M-V/def2-TZVPD) for a molecular structure, C35H39Cl2HgN4O3PSSb.

Its expectation value of S² is 0.78. Its LUMO energy (spin up / spin down) is 4.165 / 4.163 eV. The value obtained for the largest force on an atom is 3.8 eV Å⁻¹. The frontier orbital gap (spin up / spin down) is 2.83 / 5.39 eV.

```
! wB97M-V def2-TZVPD RIJCOSX def2/J DEFGRID3
* xyz -2 2
Hg -0.63 -0.71 -1.87
C 1.99 2.54 -4.66
C 0.99 1.78 -3.83
N 1.12 0.52 -3.48
N 2.26 -0.07 -3.90
C 2.42 -1.33 -3.54
N 3.57 -1.92 -3.90
S 1.20 -2.32 -2.78
C -0.18 2.47 -3.36
C -0.31 3.87 -3.63
C -1.38 4.59 -3.13
C -2.35 3.90 -2.34
C -2.17 2.54 -2.13
N -1.15 1.84 -2.68
H 2.72 1.83 -5.05
H 2.50 3.27 -4.04
H 1.46 3.06 -5.47
H 4.35 -1.29 -3.98
H 3.74 -2.88 -3.67
H 0.42 4.38 -4.24
H -1.49 5.65 -3.26
H -3.22 4.41 -1.95
H -2.91 1.97 -1.58
O -3.19 -0.94 -3.49
C -2.87 -1.13 -2.37
C -3.67 -1.89 -1.35
C -4.85 -2.56 -1.77
C -5.68 -3.19 -0.86
C -5.37 -3.05 0.52
C -4.23 -2.40 0.93
C -3.35 -1.86 0.00
P -1.82 -1.09 0.54
C -0.99 -2.42 1.43
C -1.38 -2.75 2.75
C -0.89 -3.91 3.37
C 0.01 -4.76 2.72
C 0.46 -4.39 1.45
C -0.03 -3.24 0.82
C -2.43 0.11 1.77
C -1.69 0.49 2.92
C -2.23 1.39 3.85
C -3.56 1.82 3.74
C -4.30 1.43 2.62
C -3.74 0.61 1.66
H -5.13 -2.50 -2.82
H -6.52 -3.80 -1.15
H -6.00 -3.46 1.30
H -4.05 -2.29 2.02
H -2.09 -2.11 3.32
H -1.15 -4.14 4.41
H 0.37 -5.63 3.25
H 1.24 -5.00 0.95
H 0.33 -3.04 -0.20
H -0.68 0.11 3.07
H -1.60 1.68 4.71
H -4.00 2.45 4.51
H -5.32 1.80 2.48
H -4.33 0.31 0.80
Cl 0.28 3.72 3.08
C -0.07 3.89 1.41
Cl -1.88 3.82 1.14
C 0.71 2.79 0.52
O 1.14 3.22 -0.55
O 0.68 1.62 0.96
H 0.20 4.90 1.12
C 2.97 -0.01 3.34
C 2.15 -0.76 2.30
Sb 2.33 0.00 0.23
C 3.80 -1.69 -0.30
C 4.77 -2.09 0.83
C 3.87 1.51 0.61
C 4.21 2.21 -0.70
H 2.81 -0.46 4.33
H 2.64 1.04 3.46
H 4.05 0.00 3.14
H 1.07 -0.72 2.49
H 2.43 -1.83 2.22
H 4.31 -1.24 -1.18
H 3.08 -2.45 -0.63
H 5.39 -1.25 1.20
H 5.46 -2.83 0.42
H 4.30 -2.53 1.72
H 4.68 0.96 1.07
H 3.38 2.17 1.34
H 4.62 1.53 -1.46
H 4.98 2.95 -0.44
H 3.37 2.75 -1.12
*
```

Mulliken population analysis, charges in e, atoms 1 to 8: number 1, Hg, carries 1.8205; number 2, C, carries -1.7203; number 3, C, carries 0.1841; number 4, N, carries 0.6813; number 5, N, carries -1.1495; number 6, C, carries 0.1562; number 7, N, carries -0.4472; number 8, S, carries -0.5115



Let's list E_tot in order: -6917.00459; -2370.25202; -2488.77096; -2946.03716; -2808.94099; -3855.37929 Eh.